45
Properties=species:S:1:pos:R:3:forces:R:3:lowdin_spin:R:1 method="wB97M-V/def2-TZVPD" largest_force_ev_per_a=1.0 orbital_gap_ev="6.794 / 7.064" homo_ev="-9.621 / -10.029" multiplicity=4 e_above_lowest_kj_mol=122.9 total_charge=+1 energy_ev=-57162.026
V -0.567236 0.049639 -0.539793 -0.474 -0.104 0.138 2.762
N -2.549658 -0.392153 0.459635 0.098 -0.005 -0.255 0.016
C -3.424261 0.662305 1.017819 -0.025 0.036 0.013 0.005
C -2.952597 1.197480 2.359960 -0.009 -0.051 0.001 0.001
C -1.720872 2.105594 2.339104 0.014 0.026 -0.002 0.002
C -0.355211 1.416524 2.367229 -0.015 -0.009 -0.013 0.005
N 0.274349 1.360432 1.022849 0.047 -0.001 0.063 0.023
H -2.843982 -0.549755 -0.512499 -0.098 -0.005 0.052 0.007
H -2.716901 -1.264421 0.950523 -0.001 0.029 0.065 0.002
H -4.441972 0.280725 1.127039 0.003 -0.009 -0.027 0.000
H -3.470014 1.467943 0.281512 0.026 0.012 0.011 0.001
H -2.780884 0.360460 3.046904 -0.013 0.018 0.016 0.000
H -3.782683 1.761497 2.788832 -0.010 0.007 -0.028 0.000
H -1.776096 2.765381 3.205416 0.005 -0.020 0.012 0.000
H -1.771629 2.766054 1.465568 -0.010 0.022 0.018 0.001
H -0.447892 0.391724 2.730523 -0.001 0.004 0.013 0.001
H 0.309345 1.940884 3.056352 0.008 0.004 -0.014 0.000
H 1.237966 1.051998 1.131067 -0.006 -0.019 -0.018 0.004
H 0.347920 2.314086 0.674251 -0.011 -0.004 -0.006 0.003
N 2.384200 -1.580398 -1.191142 -0.080 -0.011 -0.094 0.006
C 2.322040 -0.347836 -1.824422 0.035 -0.037 0.000 0.010
C 3.396931 -0.018708 -2.662980 -0.017 0.020 0.019 0.000
C 3.396651 1.193240 -3.305046 0.006 0.005 -0.012 0.009
C 2.326947 2.066454 -3.108007 -0.007 -0.006 0.005 0.002
C 1.308584 1.657988 -2.288749 0.017 -0.038 0.026 0.012
N 1.286686 0.465112 -1.645885 -0.125 0.098 -0.067 0.012
C 1.653487 -2.172476 -0.178861 0.044 -0.044 0.004 0.014
C 2.162957 -3.388067 0.313312 -0.007 0.062 -0.026 -0.001
C 1.532272 -4.014666 1.352623 -0.025 -0.021 0.034 0.012
C 0.398174 -3.419383 1.909555 0.027 -0.013 -0.020 0.000
C -0.045344 -2.250577 1.357009 0.017 0.054 -0.002 0.016
N 0.539909 -1.620932 0.307056 0.055 -0.128 0.095 0.019
H 3.191909 -2.117934 -1.458964 -0.003 -0.007 -0.001 0.000
H 4.211298 -0.718777 -2.793652 0.006 0.003 0.005 0.000
H 4.217481 1.462145 -3.955947 0.001 0.003 0.002 0.000
H 2.278362 3.029421 -3.593396 0.007 -0.003 -0.009 0.000
H 0.434765 2.279087 -2.141284 0.016 0.027 -0.002 0.002
H 3.054143 -3.809624 -0.132248 0.004 -0.003 0.007 0.000
H 1.916751 -4.948701 1.739162 -0.004 0.001 0.002 0.001
H -0.125991 -3.859125 2.744559 0.004 -0.006 0.001 0.000
H -0.915936 -1.755723 1.757813 -0.010 0.016 0.001 0.002
I -3.075923 1.633085 -3.628808 -0.327 -0.114 0.167 0.008
C -1.869162 0.611484 -2.213734 0.971 0.013 0.088 0.027
H -1.583809 1.462532 -1.505485 -0.063 0.131 -0.231 0.002
H -0.965077 0.475981 -2.824776 -0.066 0.068 -0.030 0.014

***

70
Properties=species:S:1:pos:R:3:forces:R:3:lowdin_spin:R:1 method="wB97M-V/def2-TZVPD" largest_force_ev_per_a=2.9 orbital_gap_ev="6.794 / 5.711" homo_ev="-12.720 / -12.800" multiplicity=4 e_above_lowest_kj_mol=3.3 total_charge=+2 energy_ev=-52653.680
Re 0.159546 0.221853 0.727261 -1.165 -1.258 0.063 2.359
C -1.534254 3.192853 -2.004439 -0.035 0.046 0.129 -0.003
C -0.556854 2.409853 -1.390139 0.110 0.014 -0.123 0.038
N -0.632054 2.016253 -0.125439 0.435 -0.003 0.004 -0.009
C -1.673354 2.469353 0.627261 -0.618 0.294 0.699 0.006
C -2.684354 3.308253 0.093161 0.212 -0.268 0.112 -0.002
C -2.619854 3.619353 -1.277439 0.297 -0.227 0.172 0.034
C -3.709654 3.765053 0.947861 0.001 -0.069 0.326 0.044
C -3.690554 3.428153 2.277661 -0.218 0.266 -0.539 -0.007
C -2.700554 2.601253 2.814361 0.686 -0.501 -0.201 0.048
C -1.706654 2.065153 2.002361 -0.912 0.887 -0.407 -0.006
N -0.710654 1.176753 2.306461 0.268 -0.987 -1.003 0.113
C -0.118654 0.942553 3.523661 0.792 -0.330 1.084 -0.005
C -0.626054 1.076553 4.810261 -0.050 -0.003 -0.779 0.047
C 0.157246 0.766153 5.924361 0.525 -0.192 0.197 -0.005
C 1.456346 0.340453 5.802261 -0.249 0.099 0.026 0.047
C 2.036546 0.210253 4.522461 -0.321 0.079 -0.335 -0.001
C 3.373146 -0.178647 4.299361 -0.176 0.030 -0.317 0.036
C 3.854746 -0.233547 3.013061 -0.128 0.078 0.207 -0.007
C 2.996746 0.066653 1.955061 0.231 -0.100 -0.208 0.039
N 1.720246 0.393153 2.120161 0.203 0.090 -0.183 0.005
C 1.236446 0.494653 3.390961 -0.475 0.240 0.859 0.010
H -1.425554 3.448653 -3.045639 0.058 0.020 -0.080 -0.001
H 0.305746 2.084053 -1.955139 0.030 -0.110 -0.015 0.003
H -3.421954 4.179653 -1.731839 -0.023 0.160 -0.071 0.001
H -4.494654 4.384953 0.546061 -0.088 0.077 -0.052 0.002
H -4.474554 3.780853 2.929961 -0.032 0.080 0.048 -0.001
H -2.754654 2.370753 3.863761 0.006 -0.060 -0.016 0.003
H -1.637254 1.391853 4.989161 -0.096 0.008 -0.047 0.003
H -0.287154 0.862753 6.903461 0.014 0.013 0.075 -0.001
H 2.046046 0.109553 6.674561 0.077 -0.029 0.107 0.002
H 3.996146 -0.422347 5.143661 0.159 -0.059 0.120 0.001
H 4.873246 -0.524747 2.804661 0.007 0.037 -0.048 -0.001
H 3.367246 0.016953 0.942161 -0.042 -0.080 -0.087 0.002
N 1.302546 -0.618347 -1.042339 0.075 0.247 0.644 0.027
C 0.443746 -0.981147 -2.187639 -1.100 0.128 0.069 0.006
C 0.517346 -2.475247 -2.556239 0.194 -0.050 -0.119 0.000
C 0.871046 -2.720647 -4.023539 -0.270 0.015 0.158 0.000
C -0.143754 -2.111747 -4.997839 -0.131 -0.502 -0.001 0.000
N 0.323846 -0.840047 -5.545439 0.157 0.110 -0.151 0.000
C -0.439654 0.217353 -5.830539 0.257 0.208 -0.064 0.000
N -1.605654 0.409553 -5.239539 -0.195 -0.067 -0.027 0.000
N 0.044746 1.135953 -6.681639 -0.039 0.052 -0.120 0.000
C -1.052454 -0.646247 -1.853739 1.215 -0.231 -1.945 0.007
O -1.857054 -0.664347 -2.779039 -0.174 -0.089 0.415 0.007
O -1.326554 -0.381447 -0.656139 0.207 0.397 2.281 0.050
H 2.064546 -0.013747 -1.350339 -0.135 -0.089 0.065 0.005
H 1.771846 -1.469547 -0.684339 0.100 0.119 0.065 0.006
H 0.731446 -0.375547 -3.051839 -0.059 0.013 0.134 0.000
H -0.446454 -2.942047 -2.345339 0.051 -0.067 0.024 0.000
H 1.256546 -2.973347 -1.925939 -0.017 0.002 0.014 0.000
H 0.891546 -3.798247 -4.179539 0.115 0.003 -0.057 0.000
H 1.867246 -2.331547 -4.243939 0.095 -0.104 -0.006 0.000
H -1.091454 -1.956247 -4.485439 0.056 -0.071 -0.175 0.000
H -0.303154 -2.795447 -5.836739 -0.083 0.081 0.087 0.000
H 1.188646 -0.922047 -6.065339 -0.115 0.171 0.035 0.000
H -1.879454 -0.122847 -4.401339 0.200 0.085 -0.108 0.000
H -2.170754 1.203053 -5.489839 0.017 -0.020 -0.086 0.000
H 0.859946 0.949553 -7.242939 -0.089 -0.081 0.006 0.000
H -0.510354 1.926353 -6.964939 -0.008 -0.024 0.088 0.000
N -0.602954 -2.832847 3.518861 -0.167 0.361 -0.331 0.001
C 0.254346 -2.534647 2.526061 1.575 -1.450 1.311 0.009
O -0.072754 -1.684647 1.651461 -0.730 2.120 -1.814 0.071
C 1.534546 -3.177247 2.468961 -1.249 0.872 -0.116 0.007
C 2.023246 -3.991747 3.488761 0.094 -0.320 0.373 0.001
N 2.419446 -4.638647 4.351161 0.091 -0.232 0.395 0.004
C 2.261146 -2.953847 1.309061 -0.009 0.119 -0.423 0.002
N 2.730946 -2.687847 0.288161 0.312 0.080 -0.264 0.001
H -1.522954 -2.420247 3.497561 0.106 -0.021 0.000 0.000
H -0.453454 -3.615547 4.136061 0.170 -0.006 -0.071 0.000

***

13
Properties=species:S:1:pos:R:3:forces:R:3:nbo_charge:R:1 method="wB97M-V/def2-TZVPD" largest_force_ev_per_a=3.5 orbital_gap_ev=9.606 homo_ev=-8.986 multiplicity=1 e_above_lowest_kj_mol=174.4 smiles="FC1=C[C@H]2OC[C@@H]1S2" energy_ev=-20864.140
F 2.495618 -0.571504 -0.115583 -1.316 0.332 0.811 -0.321
C 1.182015 -0.453325 0.273960 1.043 0.202 0.178 0.403
C 0.627090 0.031937 1.381994 1.331 0.689 0.387 -0.327
C -0.868736 0.081530 1.063026 -0.273 0.064 0.633 -0.024
O -1.022524 1.121062 0.076145 -0.847 -0.380 0.470 -0.518
C -0.522805 0.636982 -1.150095 1.738 -0.212 0.257 -0.073
C 0.171473 -0.728944 -0.751406 -0.470 -1.729 -2.952 -0.448
S -1.214675 -1.546579 0.120617 0.471 1.527 1.049 0.186
H 1.177273 0.609778 2.191434 -1.053 -1.056 -1.006 0.245
H -1.510352 0.306693 1.931601 0.152 -0.234 -0.654 0.231
H -1.265549 0.576365 -1.925106 -0.657 -0.562 -0.013 0.198
H 0.201833 1.356755 -1.522788 0.387 0.064 0.067 0.186
H 0.549343 -1.420749 -1.573797 -0.506 1.296 0.772 0.261

***

13
Properties=species:S:1:pos:R:3:forces:R:3:nbo_charge:R:1 method="wB97M-V/def2-TZVPD" largest_force_ev_per_a=3.6 orbital_gap_ev=9.149 homo_ev=-8.391 multiplicity=1 e_above_lowest_kj_mol=101.2 smiles="CNC(=S)OC" energy_ev=-17596.881
C 1.035867 0.487972 -1.631893 0.895 -0.302 -2.049 -0.413
N 1.177196 0.648975 -0.241817 1.772 1.620 1.541 -0.596
C 0.320719 0.238482 0.691507 0.317 0.035 1.164 0.420
S 0.597638 0.380517 2.325399 0.059 0.160 -0.046 -0.288
O -0.744614 -0.311783 0.167513 0.029 -0.640 -2.186 -0.500
C -1.701658 -0.921871 0.980451 1.558 0.340 3.248 -0.257
H 2.021985 0.768244 -2.104109 -1.065 -0.403 0.397 0.210
H 0.279421 1.140906 -2.057407 -0.237 0.066 -0.124 0.195
H 0.798502 -0.557197 -1.914619 0.142 0.574 0.226 0.212
H 1.918746 1.306119 0.104151 -1.202 -1.311 -0.405 0.421
H -2.499085 -1.302923 0.433402 -1.260 -0.201 -1.347 0.194
H -1.951491 -0.102398 1.678243 -0.681 -0.893 0.096 0.208
H -1.253226 -1.775043 1.569179 -0.327 0.955 -0.515 0.195